A 2-piece molecular cluster, C2H2Cl2O overall at a distorted geometry, computed with ωB97M-V/def2-TZVPD.

XYZ file:
```
7
Properties=species:S:1:pos:R:3:forces:R:3
C 1.523718 0.009385 -0.326398 1.7531 0.9850 -2.5336
C 1.074445 -1.020992 0.073048 -2.2289 -1.7152 1.8318
Cl 0.087040 -2.135792 0.835164 1.0725 0.2079 -0.5346
H 2.086000 0.447399 -1.161327 -0.4484 0.2744 1.1546
O -1.917047 1.210344 -0.184605 -1.9009 0.0853 1.4584
Cl -1.769871 0.439033 1.327512 -0.3199 0.5428 -0.3992
H -1.084285 1.050624 -0.563395 2.0724 -0.3804 -0.9774
```
Positions in Å, forces in eV/Å.

Its charge is 0. As for the gap between HOMO and LUMO: 10.45 eV. Its SMILES is C#CCl.OCl. The value obtained for the energy relative to the best compared isomer or geometry (same formula, charge and spin) is 423.6 kJ/mol. For the largest force on an atom, the calculation gives 3.36 eV/Å.